# 1
Below is C40H33AsBBrClF5IN3O3SV as an isolated structure, with properties calculated with ωB97M-V/def2-TZVPD.

```
91
Properties=species:S:1:pos:R:3:forces:R:3
V -0.140005 -0.368210 0.554768 -0.92 1.19 1.36
F 1.317858 -0.680999 -6.802130 0.08 -0.09 -0.16
C 0.760991 -0.152856 -5.723530 0.08 -0.08 -0.15
C 0.730902 -0.861620 -4.543525 0.06 -0.12 0.09
F 1.265014 -2.077863 -4.486251 0.06 -0.10 0.04
C 0.163648 -0.291879 -3.423827 0.05 0.09 -0.06
F 0.203339 -0.992808 -2.297311 -0.25 -0.29 0.14
C -0.419994 0.965146 -3.446779 -0.13 0.06 0.08
S -1.120772 1.742660 -2.028428 -0.02 0.03 0.09
C -0.373860 1.650540 -4.654697 -0.13 0.14 0.06
F -0.902944 2.866386 -4.761213 -0.04 0.07 0.02
C 0.212219 1.108593 -5.778242 -0.02 0.21 -0.21
F 0.241440 1.790763 -6.920999 -0.01 0.02 -0.01
Cl 5.775817 -3.406579 -0.838339 -0.09 0.04 0.00
C 4.448713 -2.285635 -0.750168 0.03 -0.13 -0.01
C 4.635586 -0.989326 -1.111210 -0.02 0.22 -0.09
C 3.576119 -0.051405 -1.022194 0.32 0.11 -0.15
I 3.837779 1.880914 -1.744032 0.01 0.00 0.02
C 2.359002 -0.408795 -0.515444 -0.51 -0.10 0.18
O 1.332302 0.397234 -0.283195 1.44 0.20 -0.67
C 2.151936 -1.788608 -0.215839 -0.14 0.15 -0.02
N 0.861763 -2.085640 0.155597 0.97 -1.03 -0.47
C 0.583462 -3.351969 0.372621 -0.02 -0.10 0.09
C 1.544099 -4.373552 0.295945 -0.14 -0.14 0.04
C 2.833799 -4.076233 -0.032623 0.12 -0.08 -0.02
C 3.172020 -2.740974 -0.326802 -0.06 -0.05 -0.01
H 5.605333 -0.671201 -1.472254 -0.06 0.02 0.01
H -0.433316 -3.596940 0.643256 -0.03 0.02 0.03
H 1.238683 -5.390604 0.505759 0.01 0.06 -0.01
H 3.591645 -4.848036 -0.083567 -0.04 0.04 -0.02
C 0.365506 -0.940365 2.544329 -0.64 0.64 0.33
C -0.186940 -0.220185 3.727866 0.18 -0.22 -0.05
C 0.589271 0.679945 4.465559 0.09 -0.03 0.01
C 0.103815 1.301077 5.601976 0.08 0.12 0.03
C -1.199350 1.062194 6.029502 -0.14 0.12 0.23
C -1.994680 0.171313 5.309642 -0.09 -0.05 -0.03
C -1.489122 -0.465634 4.189483 -0.04 0.06 -0.06
C -1.713393 1.714408 7.215932 0.06 -0.06 -0.15
N -2.121053 2.237514 8.157755 0.09 -0.12 -0.22
H 0.022900 -1.975831 2.569670 0.01 -0.11 0.00
H 1.458300 -0.930408 2.574519 0.08 -0.06 -0.09
H 1.612607 0.861782 4.153983 -0.04 0.00 0.04
H 0.732422 1.975611 6.172546 -0.01 -0.03 -0.05
H -3.005367 -0.029391 5.646571 0.06 -0.01 -0.03
H -2.103568 -1.185098 3.658250 -0.02 0.02 0.01
O -2.459493 -2.096135 1.197489 -0.01 0.06 -0.20
B -1.972179 -1.439636 0.006161 -0.18 -0.52 -0.25
O -2.169927 -2.302940 -1.127139 -0.03 0.09 0.25
C -2.695975 -3.458026 -0.603442 0.05 0.17 -0.14
C -3.016915 -4.612873 -1.272118 -0.04 -0.18 -0.10
C -3.543453 -5.665273 -0.511211 0.03 0.03 -0.05
C -3.729884 -5.539303 0.857507 0.01 0.05 0.03
C -3.388568 -4.357525 1.528157 -0.06 -0.19 0.10
C -2.870108 -3.339014 0.769902 0.03 0.29 0.10
H -2.866155 -4.698692 -2.343589 -0.03 0.01 0.14
H -3.809832 -6.594428 -1.002701 0.02 0.09 0.03
H -4.151700 -6.364537 1.419197 0.05 0.05 -0.03
H -3.529125 -4.245807 2.597563 0.02 -0.01 -0.10
Br -5.991679 2.686296 -0.788668 -0.07 0.05 0.02
C -4.383490 1.726657 -0.585759 -0.06 0.05 0.40
C -3.878753 1.541144 0.770433 -0.35 0.30 -0.30
C -2.849788 0.731505 0.966565 0.20 -0.56 -0.40
N -2.191056 0.053810 -0.108209 -0.31 -0.03 0.31
C -2.443591 0.536974 -1.475671 0.43 0.25 -0.01
C -3.758276 1.223022 -1.638147 0.16 -0.16 -0.17
H -4.369686 2.016676 1.605487 0.01 0.04 -0.02
H -2.510042 0.479262 1.959884 0.16 -0.03 0.05
H -2.337603 -0.289067 -2.169023 -0.11 -0.19 0.02
H -4.121967 1.355641 -2.648130 0.00 -0.04 0.03
C -2.004378 3.860425 2.775302 0.10 0.01 -0.01
C -0.486811 3.687955 2.857558 -0.32 -0.03 -0.08
As 0.228180 2.580353 1.400142 -0.20 -0.04 0.16
C 0.221048 3.966369 0.006560 0.16 0.10 0.01
C 0.805654 5.322949 0.392341 0.00 -0.03 -0.08
C 2.154066 2.622051 1.826638 0.01 0.04 0.20
C 2.579448 3.443451 3.043803 0.04 -0.01 -0.07
H -2.355448 4.571976 3.526759 0.02 -0.03 -0.03
H -2.507635 2.910359 2.959135 0.00 0.01 -0.01
H -2.328184 4.224207 1.795082 0.02 -0.01 0.05
H -0.225965 3.210696 3.793442 0.05 -0.09 0.17
H 0.013629 4.652116 2.833291 0.04 0.04 0.03
H -0.802824 4.076240 -0.343700 -0.12 0.02 -0.04
H 0.787259 3.532610 -0.817728 0.02 -0.04 -0.07
H 0.198437 5.837927 1.138691 0.03 -0.03 -0.05
H 0.852504 5.970854 -0.487823 0.01 -0.03 0.06
H 1.821810 5.232134 0.785371 -0.06 0.00 -0.03
H 2.641831 2.999641 0.929850 0.04 -0.02 -0.07
H 2.472617 1.585200 1.931875 0.02 -0.06 0.01
H 2.326394 4.499746 2.932061 0.02 -0.07 0.01
H 3.663083 3.376949 3.176408 -0.06 0.01 0.01
H 2.111457 3.092658 3.965959 0.02 0.02 -0.06
```
Positions in Å, forces in eV/Å.

Output
- energy above the lowest of the compared OMol25 structures with the same formula, charge and spin (eV) = 0.592
- E_LUMO (spin up / spin down) (eV) = -0.81 / -0.85
- total energy (hartree) = -9368.14936
- multiplicity = 2
- orbital gap (spin up / spin down) (eV) = 7.1 / 6.4
- highest occupied orbital energy (spin up / spin down) (eV) = -7.875 / -7.252


# 2
Below is C42H47BiN7O6P2 as an isolated structure, with properties calculated with ωB97M-V/def2-TZVPD.

```
105
Properties=species:S:1:pos:R:3:forces:R:3
Bi 1.130706 -0.392762 0.452094 0.28 0.63 0.22
O -3.019177 -3.441522 0.911622 0.01 -0.46 -0.17
C -1.944742 -2.720023 0.519851 -0.80 0.57 0.67
O -1.860896 -1.557114 0.815423 0.28 0.15 -0.21
C -0.971590 -3.496792 -0.254455 0.98 -0.83 -0.77
C -1.368858 -4.642504 -0.937357 -0.30 0.44 0.25
C -0.430917 -5.321471 -1.690578 0.34 -0.16 -0.14
C 0.863645 -4.844720 -1.741173 -0.23 0.01 -0.01
C 1.190051 -3.707799 -1.002998 0.24 0.06 0.14
N 0.296574 -3.050763 -0.271036 -0.61 -0.32 0.01
C 2.647239 -3.244402 -0.914915 0.16 -0.10 -0.15
O 3.122667 -2.621807 -1.902826 -0.18 -0.09 -0.37
O 3.226184 -3.554444 0.125595 -0.10 -0.03 0.20
H -3.588192 -2.855597 1.429859 0.09 0.14 -0.06
H -2.399703 -4.957951 -0.891158 -0.02 -0.08 0.04
H -0.698058 -6.228076 -2.218081 -0.07 0.03 -0.05
H 1.625033 -5.343424 -2.324699 0.04 0.00 0.01
C -2.983586 2.438587 0.772833 0.29 -0.22 0.06
C -2.392471 1.737789 2.034413 0.03 -0.11 -0.61
P -0.594800 1.142565 2.073574 -1.02 0.93 0.62
C -0.709029 0.367208 3.736494 -0.09 0.14 0.17
C -1.135038 -0.955330 3.850962 0.05 0.06 -0.02
C -1.279619 -1.556243 5.088975 -0.04 -0.01 0.04
C -0.982826 -0.849147 6.246741 0.04 0.00 0.00
C -0.557958 0.464910 6.145475 0.00 0.02 0.12
C -0.435004 1.073971 4.903975 -0.05 -0.02 -0.12
C 0.229607 2.743219 2.436813 0.23 -0.05 0.02
C 1.542726 2.698482 2.913912 -0.09 0.05 -0.02
C 2.271464 3.859142 3.091347 0.04 -0.01 0.05
C 1.709073 5.093232 2.793597 -0.01 -0.01 -0.04
C 0.407313 5.148358 2.331648 0.03 0.13 -0.02
C -0.328385 3.983722 2.150480 -0.09 -0.06 0.09
C -3.570829 1.546963 -0.334715 0.25 -0.21 0.31
P -2.210267 0.957144 -1.457425 -0.30 0.28 -0.04
C -2.128536 2.495248 -2.475749 0.19 -0.10 0.06
C -0.951717 3.235920 -2.442123 0.02 -0.12 0.03
C -0.827119 4.398961 -3.190453 -0.02 0.14 -0.06
C -1.883202 4.834735 -3.974731 0.05 0.01 0.01
C -3.068621 4.109727 -4.002650 -0.12 -0.03 -0.03
C -3.190281 2.947225 -3.259627 0.01 0.07 0.00
C -3.147597 -0.098366 -2.630609 0.15 -0.21 -0.03
C -4.134629 -0.996530 -2.226278 0.02 0.10 0.05
C -4.627203 -1.958435 -3.097314 -0.03 -0.12 -0.01
C -4.144706 -2.041248 -4.393048 -0.03 0.03 -0.05
C -3.200467 -1.119030 -4.826010 0.03 -0.01 -0.06
C -2.704662 -0.164054 -3.955463 -0.10 -0.10 0.10
H -2.215493 3.055279 0.297243 -0.12 0.20 0.13
H -3.782386 3.099490 1.123056 0.12 0.09 -0.05
H -2.973442 0.838046 2.251197 -0.10 0.03 0.07
H -2.495062 2.419899 2.882100 -0.04 -0.13 0.05
H -1.305116 -1.523517 2.951857 -0.06 -0.07 -0.04
H -1.606009 -2.587347 5.156148 0.04 -0.02 -0.04
H -1.059679 -1.328345 7.214802 -0.03 0.01 0.01
H -0.304770 1.020316 7.040422 -0.01 0.03 0.01
H -0.086523 2.095339 4.836909 -0.03 0.02 0.07
H 1.964909 1.714901 3.082048 0.13 0.01 0.04
H 3.295566 3.802620 3.440184 0.01 -0.02 0.00
H 2.293884 5.999506 2.890397 -0.02 0.01 0.04
H -0.038112 6.104833 2.084907 -0.02 -0.01 -0.01
H -1.335516 4.076143 1.770078 0.02 -0.03 0.05
H -4.271526 2.120647 -0.946228 -0.10 -0.07 0.13
H -4.099532 0.704046 0.114076 -0.01 -0.06 -0.04
H -0.128379 2.891769 -1.831367 0.18 -0.04 0.08
H 0.099678 4.957169 -3.159198 0.01 -0.01 0.02
H -1.787878 5.735039 -4.569919 0.01 0.01 0.02
H -3.899818 4.449366 -4.610471 0.02 0.00 0.00
H -4.113160 2.378695 -3.299342 0.00 0.00 -0.01
H -4.536904 -0.944301 -1.223175 0.07 -0.06 0.09
H -5.381685 -2.659028 -2.758075 0.00 0.03 0.02
H -4.503576 -2.813756 -5.062446 -0.03 0.04 -0.01
H -2.838767 -1.149692 -5.846582 0.02 -0.02 0.01
H -1.963404 0.544750 -4.293592 0.15 -0.01 -0.08
N 3.341478 0.035713 -0.613749 0.04 -0.25 0.05
C 3.841986 1.355448 -0.275843 -0.20 0.36 0.13
C 2.686111 2.381509 -0.170305 0.22 -0.02 -0.21
O 2.954191 3.566107 -0.337474 0.01 -0.01 0.03
O 1.526507 1.906011 0.098801 0.02 -0.31 -0.31
H 4.000499 -0.719390 -0.464894 0.04 0.01 -0.10
H 2.991352 -0.004754 -1.566611 0.17 -0.07 -0.06
H 4.577596 1.736302 -0.990386 -0.09 0.01 0.03
H 4.318080 1.327624 0.706996 -0.02 -0.06 -0.01
C 2.107044 -2.625596 3.307205 0.20 0.20 0.05
C 2.634722 -1.186081 3.114084 0.32 -0.38 -0.25
C 3.995322 -1.294645 2.394733 -0.15 0.02 0.28
C 2.900277 -0.575627 4.504082 -0.19 -0.02 -0.28
N 1.685128 -0.372391 2.392690 -0.04 -0.07 -0.17
H 2.815212 -3.217524 3.896428 -0.02 -0.10 0.02
H 1.992234 -3.103040 2.333279 -0.04 -0.03 -0.02
H 1.148271 -2.606731 3.824352 -0.07 0.02 0.03
H 4.726705 -1.787070 3.043354 0.11 -0.04 -0.07
H 4.362182 -0.296405 2.150895 0.03 0.05 0.03
H 3.890005 -1.885587 1.487785 0.07 -0.04 -0.06
H 3.558387 -1.226771 5.084765 0.04 0.02 0.04
H 1.963900 -0.446806 5.045746 -0.07 0.03 0.05
H 3.379649 0.398966 4.391425 0.01 0.06 0.06
N 2.515702 -2.166719 -6.749805 0.02 -0.10 0.01
C 2.312373 -2.042486 -5.396921 -0.23 0.16 0.15
N 2.768695 -3.008360 -4.598384 0.22 -0.03 0.67
N 1.666684 -0.977428 -5.017398 -0.01 0.11 -0.83
C 1.506328 -0.558454 -3.788602 -0.13 0.27 0.49
N 1.286600 -0.018223 -2.784035 0.01 -0.23 -0.31
H 2.630969 -3.089654 -7.131167 -0.02 -0.02 0.05
H 1.959008 -1.535366 -7.301121 0.01 0.02 0.02
H 3.408248 -3.686329 -4.976204 0.02 0.06 -0.02
H 2.829659 -2.835666 -3.558965 -0.07 -0.11 -0.27
```
Positions in Å, forces in eV/Å.

Output
- energy above the lowest of the compared OMol25 structures with the same formula, charge and spin (eV) = 0.686
- E_LUMO (eV) = 2.08
- total energy (hartree) = -3360.84272
- total charge = -1
- orbital gap (eV) = 6.0
- highest occupied orbital energy (eV) = -3.880


# 3
Below is one molecule with the formula C28H32N2OS, with properties calculated with ωB97M-V/def2-TZVPD.

```
64
Properties=species:S:1:pos:R:3:forces:R:3
O -0.208214 -3.027217 0.334287 0.00 -0.30 0.12
C 0.070608 -1.841160 0.387734 0.18 -0.13 0.33
C 1.206001 -1.345279 1.258095 0.17 -0.24 -0.07
C 2.366017 -0.708287 0.485717 -0.05 0.02 0.20
N 2.100950 0.683923 0.204707 0.30 -0.03 -0.10
C 3.272803 1.508000 -0.010865 -0.07 0.10 -0.07
C 3.011104 2.949116 0.463853 0.06 -0.27 0.00
C 2.413933 2.924153 1.841626 0.05 0.20 -0.03
C 3.211812 2.672316 2.950308 -0.03 0.04 -0.07
C 2.658291 2.584643 4.214802 0.03 -0.05 0.11
C 1.294127 2.745659 4.388350 -0.03 -0.03 0.13
C 0.491446 3.002975 3.290784 -0.11 0.01 0.00
C 1.048580 3.092288 2.027390 0.06 0.06 0.06
C 1.076552 0.850354 -0.802317 -0.16 0.07 0.14
C -0.305771 0.503009 -0.236742 0.40 0.29 -0.18
N -0.625520 -0.906045 -0.306093 -0.33 -0.06 -0.21
C -1.762667 -1.373237 -1.080504 -0.36 -0.34 -0.01
C -1.803395 -0.834540 -2.504493 0.54 -0.27 -0.12
S -0.242523 -1.092811 -3.424066 -0.21 -0.02 -0.17
C 0.153591 -2.785398 -3.054787 -0.16 0.39 -0.09
C -0.805639 -3.785406 -3.103906 0.07 -0.09 -0.02
C -0.452698 -5.083770 -2.785910 -0.11 -0.06 0.00
C 0.852354 -5.389432 -2.440901 0.07 -0.07 0.03
C 1.812995 -4.392833 -2.423339 0.08 -0.11 -0.01
C 1.466358 -3.090362 -2.727761 -0.06 0.06 -0.03
C -3.104943 -1.147297 -0.340811 0.28 -0.10 -0.11
C -3.393942 0.281267 0.015165 -0.15 -0.10 0.07
C -3.988274 1.144610 -0.898204 0.02 -0.02 0.04
C -4.224996 2.467834 -0.568582 -0.02 0.09 -0.09
C -3.879960 2.945116 0.684104 0.00 0.11 0.01
C -3.308446 2.088119 1.609262 0.04 0.04 0.08
C -3.069600 0.767213 1.277025 -0.08 -0.02 -0.05
H 0.835123 -0.619602 1.984584 0.04 0.03 0.05
H 1.574150 -2.220874 1.795096 -0.13 0.04 -0.05
H 3.256648 -0.761700 1.116187 -0.04 -0.01 -0.06
H 2.560921 -1.294859 -0.430127 0.06 0.00 0.04
H 4.088728 1.095632 0.586270 0.01 0.00 -0.04
H 3.596174 1.516534 -1.065439 0.07 -0.03 0.06
H 2.332997 3.454985 -0.224377 0.03 0.07 -0.02
H 3.959390 3.490121 0.464976 -0.03 0.07 -0.07
H 4.277719 2.545866 2.821712 0.13 -0.01 -0.02
H 3.291726 2.388987 5.068033 0.05 -0.01 0.06
H 0.860198 2.674082 5.375035 -0.03 0.00 0.07
H -0.573427 3.135526 3.418324 -0.09 0.02 0.01
H 0.414019 3.297324 1.176999 -0.07 0.01 -0.12
H 1.061973 1.896989 -1.107503 0.00 0.05 -0.02
H 1.272023 0.237673 -1.697901 -0.02 0.15 0.11
H -1.066674 1.045269 -0.795341 0.01 -0.01 0.08
H -0.340174 0.850313 0.800876 -0.08 0.09 -0.15
H -1.623079 -2.461470 -1.133192 -0.09 0.36 0.00
H -1.950612 0.243980 -2.543535 -0.09 0.04 -0.05
H -2.612678 -1.316185 -3.054545 -0.09 0.10 0.10
H -1.822167 -3.554925 -3.387590 -0.08 0.04 -0.02
H -1.203973 -5.859292 -2.808653 -0.05 -0.08 0.00
H 1.120086 -6.403593 -2.185783 0.02 -0.08 0.02
H 2.833615 -4.626608 -2.158738 0.08 -0.03 0.02
H 2.205792 -2.303096 -2.713393 0.07 0.07 0.06
H -3.902822 -1.541647 -0.973786 -0.04 -0.05 0.04
H -3.066710 -1.746427 0.570949 -0.05 -0.05 -0.04
H -4.277797 0.776461 -1.872453 -0.03 -0.05 -0.10
H -4.685314 3.126573 -1.290522 -0.04 0.06 -0.05
H -4.065677 3.977289 0.941396 -0.02 0.08 0.03
H -3.054040 2.448855 2.595074 0.02 0.03 0.09
H -2.627072 0.100296 2.003443 0.06 -0.09 0.07
```
Positions in Å, forces in eV/Å.

Output
- energy above the lowest of the compared OMol25 structures with the same formula, charge and spin (eV) = 0.094
- E_LUMO (eV) = 0.65
- total energy (hartree) = -1669.12433
- SMILES = O=C1CCN(CCc2ccccc2)CCN1[C@H](CSc1ccccc1)Cc1ccccc1
- orbital gap (eV) = 8.8
- highest occupied orbital energy (eV) = -8.111


# 4
Below is a 5-piece molecular cluster, CH11NO4 overall, with properties calculated with ωB97M-V/def2-TZVPD.

```
17
Properties=species:S:1:pos:R:3:forces:R:3
C 2.686351 -4.006709 -2.421560 -0.09 -0.44 1.13
N 3.789844 -4.039000 -3.026543 -0.12 -0.31 -0.83
H 1.719007 -3.788003 -2.886110 0.53 0.37 -0.47
H 2.554340 -4.237162 -1.352190 0.24 -0.12 -0.13
H 4.590248 -4.413348 -2.502868 -0.56 0.51 0.30
O -2.418711 1.793079 1.446399 -0.50 -0.17 0.20
H -3.314033 1.526462 1.699344 0.32 0.04 -0.02
H -2.034891 2.189641 2.253676 -0.20 0.06 -0.31
O -1.032656 2.844222 3.507163 -0.14 -0.28 0.14
H -0.914355 3.727159 3.864752 0.25 0.00 -0.09
H -0.177323 2.474268 3.266306 0.14 0.33 0.18
O -1.499017 1.620672 -1.285508 0.57 -0.17 -0.08
H -1.787023 2.113955 -2.054395 -0.37 -0.11 0.12
H -2.230472 1.316916 -0.740385 -0.32 0.47 -0.15
O -0.043615 0.022891 0.466974 -0.06 0.31 0.07
H -0.297022 0.464965 1.282960 -0.06 -0.24 0.11
H -0.463543 0.609632 -0.184925 0.37 -0.26 -0.16
```
Positions in Å, forces in eV/Å.

Output
- energy above the lowest of the compared OMol25 structures with the same formula, charge and spin (eV) = 1.429
- E_LUMO (eV) = 0.37
- total energy (hartree) = -400.36902
- SMILES = C=N.O.O.O.O
- orbital gap (eV) = 10.0
- highest occupied orbital energy (eV) = -9.650


Among the records above, which one has the highest energy above the lowest of the compared OMol25 structures with the same formula, charge and spin? CH11NO4